{"formula": "C37H77N3O5P", "method": "ωB97M-V with the def2-TZVPD basis set", "e_tot_ev": -63610.2236, "charge": 1, "lumo_ev": -4.1684, "largest_force_ev_per_a": 0.74, "multiplicity": 1, "elements": ["C", "C", "C", "C", "C", "C", "C", "C", "C", "C", "C", "C", "C", "C", "C", "N", "C", "C", "P", "O", "O", "O", "C", "C", "C", "C", "C", "C", "C", "C", "C", "C", "C", "C", "H", "H", "H", "H", "H", "H", "H", "H", "H", "H", "H", "H", "H", "H", "H", "H", "H", "H", "H", "H", "H", "H", "H", "H", "H", "H", "H", "H", "H", "H", "H", "H", "H", "H", "H", "H", "H", "H", "H", "H", "H", "H", "H", "H", "H", "H", "H", "H", "H", "H", "H", "H", "H", "H", "H", "C", "C", "C", "O", "C", "N", "H", "H", "H", "H", "H", "H", "H", "H", "H", "H", "H", "C", "C", "C", "O", "C", "N", "H", "H", "H", "H", "H", "H", "H", "H", "H", "H", "H"], "positions_angstrom": [[-10.533, 2.483, -2.603], [-9.182, 2.828, -3.218], [-8.056, 2.879, -2.179], [-6.872, 3.793, -2.558], [-5.496, 3.106, -2.622], [-4.622, 3.490, -3.834], [-3.945, 2.310, -4.559], [-2.417, 2.423, -4.664], [-1.695, 1.836, -3.444], [-1.326, 0.342, -3.580], [0.184, 0.063, -3.549], [0.713, -0.233, -2.140], [2.072, -0.976, -2.151], [2.060, -2.309, -1.458], [2.345, -3.401, -2.211], [2.292, -4.638, -1.695], [1.939, -4.863, -0.428], [1.654, -3.811, 0.394], [1.328, -4.305, 2.113], [2.528, -4.233, 2.946], [0.697, -5.730, 1.794], [0.076, -3.508, 2.684], [1.744, -2.498, -0.098], [1.564, -1.313, 0.791], [2.871, -0.507, 1.025], [3.587, -0.988, 2.290], [4.959, -0.356, 2.498], [4.955, 1.167, 2.709], [4.975, 1.557, 4.189], [5.357, 3.025, 4.512], [5.551, 3.960, 3.317], [6.935, 3.931, 2.616], [7.961, 2.881, 3.076], [8.949, 2.561, 1.949], [-10.767, 3.197, -1.811], [-11.341, 2.478, -3.331], [-10.494, 1.501, -2.127], [-9.246, 3.777, -3.755], [-8.929, 2.068, -3.964], [-7.684, 1.861, -2.036], [-8.477, 3.186, -1.219], [-7.086, 4.249, -3.528], [-6.832, 4.615, -1.843], [-5.641, 2.023, -2.614], [-4.949, 3.338, -1.706], [-3.850, 4.193, -3.515], [-5.245, 4.035, -4.543], [-4.189, 1.385, -4.029], [-4.360, 2.203, -5.562], [-2.144, 3.474, -4.774], [-2.076, 1.920, -5.572], [-2.344, 1.964, -2.574], [-0.790, 2.415, -3.240], [-1.811, -0.218, -2.779], [-1.735, -0.038, -4.517], [0.693, 0.956, -3.917], [0.436, -0.765, -4.214], [-0.034, -0.841, -1.623], [0.811, 0.697, -1.580], [2.865, -0.356, -1.735], [2.346, -1.148, -3.193], [2.616, -3.325, -3.254], [2.510, -5.427, -2.289], [1.902, -5.887, -0.097], [0.419, -6.185, 2.602], [0.380, -2.905, 3.379], [1.205, -1.610, 1.769], [0.795, -0.666, 0.365], [3.557, -0.627, 0.187], [2.595, 0.540, 1.116], [2.948, -0.776, 3.154], [3.689, -2.075, 2.234], [5.439, -0.834, 3.353], [5.570, -0.592, 1.620], [4.070, 1.599, 2.235], [5.805, 1.599, 2.182], [3.994, 1.341, 4.616], [5.675, 0.892, 4.701], [6.248, 3.043, 5.140], [4.562, 3.448, 5.128], [4.765, 3.782, 2.582], [5.380, 4.978, 3.670], [7.403, 4.907, 2.747], [6.782, 3.811, 1.541], [7.482, 1.951, 3.378], [8.518, 3.290, 3.920], [9.467, 3.456, 1.608], [9.662, 1.794, 2.245], [8.392, 2.149, 1.103], [-11.878, -3.218, 0.408], [-12.192, -2.541, -0.922], [-11.623, -1.123, -1.051], [-12.318, -0.129, -0.328], [-11.988, -0.023, 1.042], [-13.635, -2.598, -1.156], [-12.519, -2.847, 1.207], [-12.051, -4.291, 0.330], [-10.838, -3.059, 0.702], [-11.712, -3.130, -1.711], [-11.701, -0.820, -2.099], [-10.556, -1.105, -0.784], [-10.924, -0.220, 1.209], [-12.578, -0.703, 1.662], [-12.209, 0.999, 1.349], [-13.846, -2.274, -2.095], [-14.084, -1.926, -0.540], [9.885, -3.460, 2.995], [8.723, -2.640, 2.446], [9.004, -1.981, 1.089], [9.824, -0.834, 1.157], [11.218, -1.072, 1.229], [8.309, -1.662, 3.455], [10.662, -2.823, 3.416], [9.535, -4.111, 3.796], [10.335, -4.084, 2.221], [7.884, -3.327, 2.287], [8.053, -1.623, 0.682], [9.416, -2.707, 0.374], [11.502, -1.948, 0.639], [11.558, -1.209, 2.259], [11.716, -0.194, 0.820], [7.465, -1.194, 3.143], [9.015, -0.931, 3.474]], "mulliken_charge": [-1.126, -0.421, -0.582, -0.669, -0.865, -0.552, -0.844, -1.093, -0.717, -0.965, -0.880, -0.563, -1.318, 0.523, -1.059, 0.073, -0.494, 0.399, 0.810, -0.604, -0.529, -0.516, 0.431, -1.041, -0.359, -0.759, -1.130, 0.325, -1.074, -0.789, -0.619, -0.937, 0.072, -1.420, 0.364, 0.394, 0.092, 0.394, 0.213, 0.310, 0.391, 0.384, 0.339, 0.387, 0.276, 0.376, 0.423, 0.377, 0.406, 0.435, 0.451, 0.301, 0.513, 0.371, 0.539, 0.357, 0.492, 0.535, 0.237, 0.384, 0.747, 0.470, 0.305, 0.593, 0.373, 0.393, 0.313, 0.602, 0.363, 0.257, 0.279, 0.338, 0.644, 0.145, 0.305, 0.024, 0.391, 0.295, 0.368, 0.467, 0.294, 0.438, 0.487, 0.231, 0.045, 0.432, 0.417, 0.268, 0.310, -1.418, 0.269, -0.614, -0.381, -0.679, -0.707, 0.291, 0.349, 0.341, 0.398, 0.323, 0.418, 0.316, 0.232, 0.263, 0.280, 0.302, -1.550, 0.417, -0.648, -0.285, -0.775, -0.658, 0.292, 0.388, 0.356, 0.391, 0.216, 0.454, 0.380, 0.276, 0.240, 0.128, 0.349]}

=====

{"formula": "H20O10", "method": "ωB97M-V with the def2-TZVPD basis set", "e_tot_ev": -20800.2647, "lumo_ev": -0.2001, "largest_force_ev_per_a": 0.64, "smiles": "O.O.O.O.O.O.O.O.O.O", "de_lowest_kj_mol": 226.54, "multiplicity": 1, "elements": ["O", "H", "H", "O", "H", "H", "O", "H", "H", "O", "H", "H", "O", "H", "H", "O", "H", "H", "O", "H", "H", "O", "H", "H", "O", "H", "H", "O", "H", "H"], "positions_angstrom": [[3.040, 1.033, 2.339], [3.889, 1.454, 2.196], [2.597, 1.092, 1.490], [0.079, 2.321, 0.922], [0.344, 3.054, 1.480], [0.741, 2.297, 0.221], [-4.091, -0.896, 0.840], [-4.296, -0.862, 1.775], [-3.402, -0.233, 0.717], [0.643, -0.491, -2.400], [0.515, -0.646, -1.459], [1.322, -1.118, -2.655], [-1.093, -3.249, -1.192], [-1.455, -3.071, -0.321], [-1.857, -3.471, -1.728], [2.858, -2.287, -0.303], [2.094, -1.971, 0.185], [2.699, -3.225, -0.418], [2.224, 2.325, -0.767], [2.836, 3.064, -0.745], [1.963, 2.253, -1.689], [0.421, -0.747, 0.471], [0.841, 0.094, 0.662], [-0.508, -0.605, 0.671], [-2.230, 0.898, 1.571], [-1.357, 1.248, 1.371], [-2.770, 1.673, 1.733], [-2.302, -0.081, -1.408], [-1.880, -0.626, -2.076], [-1.867, 0.770, -1.483]], "nbo_charge": [-0.931, 0.468, 0.463, -0.995, 0.486, 0.502, -0.968, 0.455, 0.498, -0.990, 0.494, 0.480, -0.946, 0.476, 0.471, -0.959, 0.487, 0.469, -0.963, 0.488, 0.502, -0.964, 0.477, 0.502, -0.978, 0.499, 0.478, -0.953, 0.488, 0.466]}

=====

{"formula": "C28H41ClCoN2Sb2Si", "method": "ωB97M-V with the def2-TZVPD basis set", "e_tot_ev": -103778.4867, "charge": 1, "lumo_ev": [-2.2585, -3.7515], "largest_force_ev_per_a": 0.40, "multiplicity": 5, "elements": ["Co", "C", "Sb", "C", "C", "C", "C", "C", "C", "C", "C", "C", "Sb", "C", "C", "H", "H", "H", "H", "H", "H", "H", "H", "H", "H", "H", "H", "H", "H", "H", "H", "H", "H", "H", "H", "C", "C", "C", "C", "C", "C", "N", "N", "Si", "C", "C", "C", "H", "H", "H", "H", "H", "H", "H", "H", "H", "H", "H", "H", "H", "H", "H", "Cl", "C", "C", "C", "C", "C", "C", "C", "H", "H", "H", "H", "H", "H"], "positions_angstrom": [[-0.580, -0.480, -0.658], [3.680, -1.729, 0.076], [2.073, -0.348, -0.110], [2.282, 0.623, 1.772], [3.022, 1.109, -1.415], [3.163, 2.437, -0.744], [4.269, 2.657, 0.076], [4.423, 3.832, 0.791], [3.457, 4.822, 0.691], [2.368, 4.629, -0.141], [2.204, 3.453, -0.873], [1.031, 3.354, -1.802], [-0.642, 2.204, -1.087], [-2.155, 3.115, -2.267], [-0.945, 3.264, 0.738], [4.514, -1.198, 0.532], [3.967, -2.091, -0.908], [3.396, -2.571, 0.703], [3.317, 0.912, 1.939], [1.955, -0.067, 2.549], [1.659, 1.515, 1.807], [2.440, 1.154, -2.335], [3.995, 0.682, -1.656], [5.027, 1.884, 0.150], [5.294, 3.976, 1.415], [3.562, 5.748, 1.240], [1.635, 5.420, -0.249], [1.304, 2.960, -2.782], [0.603, 4.344, -1.959], [-1.976, 4.189, -2.272], [-3.131, 2.910, -1.834], [-2.128, 2.733, -3.284], [-1.085, 4.320, 0.512], [-0.071, 3.155, 1.378], [-1.827, 2.892, 1.256], [-4.147, 0.616, 0.424], [-3.897, -0.692, -0.263], [-4.890, -1.633, -0.439], [-4.581, -2.814, -1.118], [-3.310, -3.041, -1.590], [-2.335, -2.052, -1.376], [-2.665, -0.896, -0.748], [-1.007, -2.084, -1.671], [-0.261, -3.147, -2.839], [1.527, -2.602, -2.965], [-1.124, -2.961, -4.487], [-0.284, -4.941, -2.302], [-4.974, 0.541, 1.128], [-4.402, 1.387, -0.308], [-3.259, 0.943, 0.966], [-5.883, -1.453, -0.055], [-5.348, -3.564, -1.262], [-3.051, -3.965, -2.087], [1.623, -1.536, -3.188], [2.030, -3.150, -3.763], [2.063, -2.820, -2.038], [-1.141, -1.919, -4.811], [-2.157, -3.308, -4.434], [-0.624, -3.546, -5.262], [0.001, -5.058, -1.255], [0.434, -5.504, -2.904], [-1.256, -5.415, -2.440], [0.188, -0.474, 7.745], [-0.146, -0.633, 6.062], [-0.148, -1.900, 5.479], [-0.412, -2.027, 4.135], [-0.685, -0.891, 3.333], [-0.929, -1.015, 1.960], [-0.675, 0.379, 3.962], [-0.411, 0.507, 5.305], [0.055, -2.768, 6.089], [-0.418, -3.008, 3.679], [-1.014, -1.982, 1.481], [-1.301, -0.123, 1.455], [-0.882, 1.263, 3.370], [-0.406, 1.477, 5.782]], "mulliken_spin": [2.650, 0.021, -0.001, 0.029, 0.010, -0.002, 0.000, 0.000, 0.002, -0.002, 0.005, 0.012, 0.050, 0.006, 0.003, 0.001, 0.000, -0.001, 0.001, -0.001, -0.008, 0.000, 0.001, 0.000, 0.000, 0.000, 0.000, 0.000, 0.001, 0.001, 0.000, 0.000, 0.000, -0.001, 0.001, 0.009, -0.004, 0.015, -0.009, 0.026, -0.034, 0.027, 0.173, 0.007, 0.006, 0.004, 0.005, 0.000, -0.001, -0.001, 0.002, -0.001, 0.000, 0.000, 0.000, -0.004, 0.000, 0.000, 0.000, 0.000, 0.000, 0.000, 0.029, 0.206, -0.088, 0.182, -0.011, 0.491, 0.155, -0.092, -0.002, 0.005, 0.010, 0.096, 0.027, -0.004]}

=====

{"formula": "C5H9ClO", "method": "ωB97M-V with the def2-TZVPD basis set", "e_tot_ev": -19898.0207, "lumo_ev": 0.7487, "largest_force_ev_per_a": 5.58, "smiles": "C=C1OC1(C)C.Cl", "de_lowest_kj_mol": 307.49, "multiplicity": 1, "elements": ["C", "C", "O", "C", "C", "C", "H", "H", "H", "H", "H", "H", "H", "H", "Cl", "H"], "positions_angstrom": [[-1.163, -1.689, -0.783], [-0.561, -0.857, 0.031], [-0.352, -0.239, 1.227], [0.507, 0.249, 0.148], [1.938, -0.284, 0.172], [0.278, 1.574, -0.289], [-1.911, -2.342, -0.428], [-0.990, -1.814, -1.901], [2.328, -0.191, -0.818], [1.812, -1.370, 0.528], [2.676, 0.149, 0.846], [0.804, 2.452, 0.304], [-0.781, 1.977, -0.266], [0.886, 1.640, -1.293], [-3.373, 0.373, 1.357], [-2.099, 0.374, 1.164]], "nbo_charge": [-0.509, 0.308, -0.482, 0.167, -0.629, -0.654, 0.215, 0.235, 0.219, 0.229, 0.222, 0.224, 0.246, 0.234, -0.307, 0.280]}